This record from the OMol25 dataset describes a cluster of 9 separate species, C14H33Cl6N5O13 in total. The level of theory is ωB97M-V/def2-TZVPD.

XYZ file:
```
71
Properties=species:S:1:pos:R:3:forces:R:3:lowdin_charge:R:1
C -2.8425 0.9689 -3.8798 -0.2 0.0 0.4 0.055
N -2.3484 -0.4176 -3.6408 0.2 0.2 0.1 -0.422
O -1.2806 -0.7220 -4.1376 0.2 0.0 -0.1 0.060
O -3.0075 -1.1513 -2.9449 -0.3 0.2 0.0 0.060
H -1.9891 1.6330 -3.8979 0.1 -0.1 -0.2 0.090
H -3.4896 1.2258 -3.0467 -0.1 -0.1 -0.1 0.095
H -3.3952 0.9696 -4.8145 0.1 0.0 -0.1 0.104
C 2.1527 -1.9268 1.5367 0.2 0.2 -0.1 0.029
N 3.5955 -1.5694 1.4551 -0.7 -0.2 -0.1 -0.455
O 4.3176 -2.0211 2.3010 0.6 -0.1 0.5 0.088
O 3.9394 -0.9014 0.5069 0.3 0.5 -0.4 0.048
H 1.9646 -2.2629 2.5472 -0.1 -0.2 -0.1 0.081
H 2.0369 -2.6967 0.7746 -0.2 -0.1 0.2 0.080
H 1.5682 -1.0528 1.2642 0.1 -0.1 0.0 0.082
C 4.1710 2.2703 2.3083 0.1 -0.3 -0.7 0.033
N 5.0682 3.3691 2.7338 -0.6 -0.4 0.5 -0.468
O 4.6147 4.4842 2.7059 -0.2 0.8 -0.2 0.047
O 6.1625 3.0655 3.1275 0.9 -0.1 0.2 0.082
H 3.8212 2.5403 1.3172 -0.1 0.0 0.0 0.092
H 3.3247 2.1906 2.9825 0.1 0.2 0.2 0.093
H 4.7667 1.3654 2.2605 -0.1 -0.1 0.1 0.087
C -3.0234 1.2275 0.8875 0.4 0.6 0.7 0.033
N -3.8200 1.7179 2.0631 -0.8 -1.0 -0.5 -0.459
O -3.6881 1.1633 3.1384 0.4 0.2 0.0 0.048
O -4.6434 2.5663 1.8157 0.0 0.3 0.1 0.047
H -3.7041 0.7885 0.1674 -0.1 0.1 0.0 0.108
H -2.2905 0.5153 1.2426 0.0 0.0 0.1 0.064
H -2.5392 2.1287 0.5243 0.0 -0.2 -0.4 0.067
C -0.6057 -4.3942 -2.6450 -0.2 -0.2 -0.6 0.032
N -2.0392 -4.8027 -2.5600 -0.8 0.4 0.8 -0.431
O -2.2865 -5.9480 -2.2394 0.4 0.1 -0.3 0.070
O -2.8901 -3.9481 -2.7550 0.5 -0.4 -0.2 0.053
H -0.5121 -3.3175 -2.5755 -0.3 -0.1 0.3 0.043
H -0.3082 -4.6670 -3.6567 0.3 -0.2 0.1 0.111
H -0.0574 -4.9322 -1.8822 0.1 0.0 -0.1 0.092
C -1.0709 -1.6006 -0.5365 0.2 -0.1 1.0 -0.015
O 0.1658 -0.9283 -0.8284 0.3 -0.3 -0.1 -0.021
C 0.1765 0.3372 -1.1829 -0.9 1.3 -0.6 -0.596
O -0.7823 1.0854 -1.2630 0.5 -0.6 0.1 0.108
O 1.4272 0.6829 -1.4775 0.6 -0.8 0.6 -0.035
C 1.7328 1.9580 -2.0057 -1.5 0.5 -1.1 -0.017
H -0.7501 -2.4659 0.0408 0.0 -0.2 -0.3 0.080
H -1.6360 -1.8920 -1.4161 0.1 0.2 -0.1 0.062
H -1.6629 -1.0283 0.1684 -0.2 0.3 -0.3 0.053
H 1.4758 2.7581 -1.3156 0.4 0.0 0.2 0.084
H 1.0892 2.1141 -2.8796 0.0 0.1 0.0 0.100
H 2.7468 1.9663 -2.3884 0.2 -0.1 0.6 0.104
Cl -1.1745 -2.2194 2.9332 0.2 -0.2 -0.5 0.595
C -1.5917 -1.5803 4.5295 -0.8 0.2 0.2 -0.645
C -3.0515 -1.8268 4.8448 -0.2 0.3 0.2 -0.677
Cl -3.3790 -3.5629 4.9826 -0.2 -0.2 -0.1 0.554
H -1.4345 -0.5067 4.4516 0.2 0.0 0.4 0.069
H -0.9909 -2.0897 5.2771 0.3 0.3 -0.1 0.071
H -3.7185 -1.3702 4.1160 0.1 -0.2 -0.2 0.058
H -3.3207 -1.3968 5.8093 0.3 0.1 0.0 0.077
Cl 1.1483 4.8008 2.6580 0.4 -0.1 0.1 0.569
C 0.3598 4.6168 1.0718 -0.7 0.7 0.7 -0.645
C -0.9972 5.3260 1.1538 0.5 -0.2 -0.8 -0.679
Cl -2.0802 4.5041 2.2532 -0.5 -0.3 0.5 0.619
H 0.2416 3.5496 0.9105 0.0 0.0 -0.3 0.048
H 0.9788 5.1211 0.3339 0.1 -0.2 -0.1 0.073
H -1.4820 5.3115 0.1771 0.1 0.1 0.0 0.072
H -0.8918 6.3499 1.5002 0.1 0.0 -0.1 0.066
Cl 2.8125 -3.5320 -1.9758 0.4 -0.3 0.2 0.595
C 2.6933 -1.8441 -2.5099 -0.3 0.4 0.1 -0.642
C 1.6852 -1.7574 -3.6455 0.1 -0.1 0.6 -0.677
Cl 2.2006 -2.7105 -5.0554 0.2 0.1 -0.3 0.570
H 3.6488 -1.4025 -2.7936 0.2 -0.6 -0.2 0.088
H 2.4036 -1.2986 -1.6138 -0.3 0.0 -0.4 0.019
H 1.5483 -0.7194 -3.9377 -0.1 0.0 -0.1 0.071
H 0.7370 -2.2084 -3.3711 0.1 0.4 0.1 0.006
```
Positions in Å, forces in eV/Å.

Output
- electronic energy (eV) = -124242.2488
- HOMO (eV) = -10.96
- HOMO-LUMO gap (eV) = 10.7
- structure (SMILES) = C[N+](=O)[O-].C[N+](=O)[O-].C[N+](=O)[O-].C[N+](=O)[O-].C[N+](=O)[O-].COC(=O)OC.ClCCCl.ClCCCl.ClCCCl
- energy relative to the best compared isomer or geometry (same formula, charge and spin) (kcal per mole) = 0.0

---

This record from the OMol25 dataset describes a structure of composition C14H33GaIN4O5S. The level of theory is ωB97M-V/def2-TZVPD.

XYZ file:
```
59
Properties=species:S:1:pos:R:3:forces:R:3:lowdin_charge:R:1
C 4.7104 0.3476 -3.4603 0.3 0.1 -0.1 -0.134
C 4.2739 1.3591 -4.5344 0.1 -0.3 -0.2 -0.264
C 2.7616 1.6262 -4.6474 0.0 0.4 0.0 -0.228
C 2.0074 1.9736 -3.3457 -0.3 0.2 0.0 -0.304
C 0.5257 1.5281 -3.4150 0.4 0.0 -0.1 -0.287
Ga 0.2082 -0.4417 -3.2635 -0.4 0.2 0.3 -0.240
S -1.9575 -1.0260 -2.7243 -0.2 -0.1 -0.2 0.267
I 1.7908 -1.5567 -1.5161 -0.1 0.1 -0.2 0.349
O 0.4316 -1.1603 -5.0333 0.7 -0.5 0.0 -0.275
N 0.9578 -2.4048 -5.0054 0.3 0.1 -0.2 -0.199
O 1.7849 -2.6044 -5.8490 -0.7 0.4 0.3 -0.043
H 4.4238 -0.6798 -3.7219 -0.1 0.3 0.1 0.062
H 4.3102 0.5688 -2.4646 0.0 -0.1 -0.2 0.036
H 5.8105 0.3644 -3.3723 -0.3 -0.1 0.0 0.064
H 4.8356 2.3035 -4.4159 -0.3 -0.2 0.1 0.097
H 4.5962 0.9511 -5.5097 0.0 0.2 0.3 0.099
H 2.2650 0.7892 -5.1585 0.2 0.0 0.2 0.094
H 2.6460 2.4977 -5.3179 -0.1 -0.4 0.0 0.106
H 2.4798 1.5365 -2.4563 0.0 0.0 -0.2 0.057
H 2.0444 3.0717 -3.2099 0.1 -0.3 0.1 0.097
H -0.0794 2.0204 -2.6376 0.1 -0.1 -0.2 0.022
H 0.1209 1.8223 -4.3959 -0.1 0.0 0.2 0.057
H -2.0402 -0.6661 -1.4363 0.3 0.1 0.0 -0.292
C 1.3498 -4.6423 3.1130 0.1 0.0 0.0 -0.019
C 1.3293 -3.3947 2.2562 -0.2 0.3 -0.3 -0.569
O 2.2813 -2.6313 2.1889 0.3 -0.2 0.3 -0.004
N 0.2112 -3.1411 1.5424 0.0 -0.1 0.1 0.013
C -1.0397 -3.8658 1.4884 0.1 0.2 -0.2 -0.079
H 2.3141 -4.6956 3.6103 0.0 0.0 0.0 0.074
H 0.5612 -4.6088 3.8664 0.0 -0.1 0.0 0.075
H 1.2147 -5.5348 2.5006 -0.1 0.0 0.0 0.079
H 0.2922 -2.3155 0.9650 0.0 0.0 0.0 0.055
H -1.2164 -4.2116 0.4668 -0.1 -0.1 0.0 0.086
H -1.8452 -3.1897 1.7774 0.0 -0.2 0.0 0.048
H -1.0280 -4.7255 2.1540 0.1 0.0 0.0 0.069
C -2.0951 0.3386 4.4808 0.0 -0.1 0.0 -0.010
C -2.7564 -0.6741 3.5767 0.0 0.1 -0.1 -0.529
O -2.1571 -1.2432 2.6798 0.0 0.2 0.1 0.029
N -4.0785 -0.9291 3.7858 0.0 0.0 0.1 0.008
C -4.9537 -0.3514 4.7841 0.0 -0.2 -0.2 -0.084
H -1.0473 0.4250 4.2156 0.0 0.0 0.0 0.080
H -2.5582 1.3196 4.3699 0.0 0.0 0.1 0.086
H -2.1660 0.0210 5.5225 0.0 0.1 0.0 0.084
H -4.4643 -1.6046 3.1459 0.0 0.0 0.0 0.138
H -5.3619 -1.1294 5.4328 0.0 0.0 0.1 0.079
H -5.7858 0.1708 4.3074 0.0 0.1 0.1 0.081
H -4.4095 0.3584 5.3975 0.0 0.0 0.0 0.070
C -0.9224 1.7491 1.3388 0.1 0.1 0.0 0.010
C -0.9205 3.1578 1.8766 0.0 -0.1 0.1 -0.542
O -0.8873 3.3977 3.0769 -0.1 0.0 0.0 0.012
N -0.9680 4.1726 0.9746 0.0 0.0 -0.1 0.004
C -1.0077 4.0858 -0.4733 0.0 0.2 0.1 -0.073
H -0.8704 1.0570 2.1685 0.0 0.0 0.0 0.049
H -1.8371 1.5568 0.7766 0.0 -0.1 -0.1 0.094
H -0.0634 1.5726 0.6898 -0.1 0.0 -0.1 0.094
H -0.9676 5.0863 1.3980 0.0 0.0 0.0 0.133
H -0.1435 4.5899 -0.9086 0.0 -0.1 -0.1 0.084
H -1.9138 4.5584 -0.8576 0.0 -0.1 -0.1 0.082
H -0.9963 3.0506 -0.7971 0.0 0.0 0.0 0.056
```
Positions in Å, forces in eV/Å.

Output
- electronic energy (eV) = -102567.1404
- HOMO (eV) = -5.38
- HOMO-LUMO gap (eV) = 7.6
- charge = -1